(1)
# C5H8NO2

A molecular structure, C5H8NO2 (the ωB97M-V functional and the def2-TZVPD basis, the OMol25 dataset).

```
16
Properties=species:S:1:pos:R:3
O -2.9040 -0.2198 -0.3708
C -1.7552 -0.3851 0.2061
O -1.3031 -0.0418 1.5204
C -0.5271 -0.5601 -0.7556
C 0.9862 -0.9749 -0.2305
C 1.6922 0.4029 -0.1862
C 2.7302 0.6682 -1.0368
N 1.0629 1.0774 0.7801
H -0.8402 -0.4306 -1.8020
H -1.2378 -1.4052 -0.0315
H 0.9432 -1.3883 0.7763
H 1.4924 -1.5603 -0.8987
H 3.2615 -0.0217 -1.7241
H 3.2318 1.7010 -0.8218
H 1.2101 2.1000 0.4814
H -0.6028 0.6490 1.3811
```

**Kohn-Sham gap**: 6.759 eV
**Total charge**: -1

---

(2)
# C4H5N3S

A molecular structure, C4H5N3S (the ωB97M-V functional and the def2-TZVPD basis, the OMol25 dataset).

```
13
Properties=species:S:1:pos:R:3
C 1.0872 -0.0896 0.2122
C -1.3309 -1.4800 0.1715
C -0.7923 -0.2937 0.1051
C -1.3246 0.9715 -0.3836
N 1.6150 1.1091 0.5612
N 1.9075 -1.0641 -0.1073
N 2.8510 1.1331 0.2950
S 3.3873 -0.3726 -0.1351
H -2.3555 -1.4088 0.1879
H -0.6364 -2.2671 0.4451
H -1.8573 0.7225 -1.2356
H -2.0450 1.3763 0.3205
H -0.5062 1.6634 -0.4368
```

**Kohn-Sham gap**: 9.920 eV
**Total charge**: 0

---

(3)
# C36H87BFN5O15

6 unconnected molecules or ions with the total composition C36H87BFN5O15 (the ωB97M-V functional and the def2-TZVPD basis, the OMol25 dataset).

```
145
Properties=species:S:1:pos:R:3
C 4.8822 -6.6017 -5.5725
C 4.0241 -6.5414 -6.8126
O 3.8461 -7.8766 -7.2992
B 2.5786 -8.2162 -7.6280
O 1.8183 -7.3932 -8.4155
O 2.1026 -9.4972 -7.2217
C 1.3445 -9.4701 -6.1231
O 0.7534 -10.4355 -5.6600
O 1.4168 -8.2411 -5.5362
C 0.1788 -7.7686 -5.0203
F 0.4976 -6.6459 -4.3346
C -0.8850 -7.5136 -6.0682
C -1.0546 -6.0472 -6.4833
H 4.3535 -7.0638 -4.7513
H 5.7546 -7.1922 -5.8153
H 5.2073 -5.6082 -5.2932
H 3.0776 -6.0558 -6.6113
H 4.5462 -5.9408 -7.5472
H 1.2818 -7.9150 -9.0138
H -0.1866 -8.4909 -4.3024
H -1.8170 -7.8513 -5.6388
H -0.7314 -8.1116 -6.9558
H -0.5088 -5.8428 -7.3919
H -2.0989 -5.8862 -6.7145
H -0.7951 -5.3531 -5.7016
C 1.1010 -5.2636 -0.1228
O 1.1098 -4.2097 -1.0651
C 0.1966 -4.3828 -2.1423
C -0.9248 -3.3696 -2.0682
N -1.8161 -3.6470 -0.9491
C -2.7918 -2.5945 -0.6795
C -2.2787 -1.2286 -0.2407
O -1.6739 -1.2186 1.0380
C -0.2943 -1.5494 1.0750
H 1.9303 -5.0945 0.5618
H 0.1710 -5.2876 0.4562
H 1.2459 -6.2314 -0.6118
H -0.1961 -5.4014 -2.1695
H 0.7565 -4.2158 -3.0664
H -1.5019 -3.4088 -2.9973
H -0.4655 -2.3744 -1.9945
H -1.2603 -3.7919 -0.1171
H -3.4491 -2.9642 0.1124
H -3.4147 -2.4599 -1.5695
H -3.1505 -0.5726 -0.1608
H -1.6153 -0.7704 -0.9842
H 0.2292 -1.2317 0.1704
H -0.1511 -2.6220 1.2359
H 0.1410 -1.0272 1.9257
C -7.1527 -2.8023 0.0941
O -7.6217 -1.6232 0.7188
C -6.5836 -0.7306 1.1087
C -6.5927 0.5269 0.2685
N -6.1676 0.2480 -1.0980
C -6.3504 1.3583 -2.0290
C -7.7724 1.8311 -2.3112
O -8.5678 0.8937 -3.0101
C -9.2296 -0.0665 -2.2068
H -7.9957 -3.4826 -0.0111
H -6.7422 -2.5924 -0.8999
H -6.3885 -3.2883 0.7076
H -5.6061 -1.2199 1.0614
H -6.7719 -0.4566 2.1506
H -5.9047 1.2540 0.7102
H -7.6062 0.9476 0.3123
H -6.6822 -0.5505 -1.4439
H -5.9117 1.0526 -2.9817
H -5.7646 2.2103 -1.6701
H -7.6976 2.7015 -2.9679
H -8.2886 2.1706 -1.4053
H -9.4977 0.3375 -1.2277
H -8.6254 -0.9686 -2.0767
H -10.1437 -0.3539 -2.7261
C 0.0477 1.9279 1.9641
O 1.3293 1.3160 1.9865
C 2.3204 2.0418 1.2664
C 3.3326 2.6393 2.2181
N 2.7295 3.7126 2.9960
C 3.5367 4.2006 4.1088
C 3.8482 3.2268 5.2402
O 2.7032 2.8175 5.9657
C 2.0392 1.6919 5.4138
H -0.6621 1.2325 2.4084
H 0.0460 2.8523 2.5512
H -0.2698 2.1400 0.9388
H 1.8683 2.8142 0.6379
H 2.8317 1.3301 0.6103
H 4.1770 3.0404 1.6573
H 3.7060 1.8265 2.8560
H 1.8480 3.3850 3.3662
H 2.9941 5.0447 4.5420
H 4.4793 4.5966 3.7174
H 4.4913 3.7518 5.9516
H 4.4124 2.3510 4.9002
H 2.7416 1.0002 4.9430
H 1.2745 1.9924 4.6948
H 1.5385 1.1672 6.2268
C -1.0430 2.6503 6.2520
O -1.6474 1.8753 5.2315
C -2.5130 0.8502 5.7029
C -3.9501 1.1465 5.3361
N -4.4671 2.2782 6.0939
C -5.7671 2.7637 5.6409
C -5.8649 3.3429 4.2334
O -5.1606 4.5559 4.0526
C -3.7908 4.4240 3.7186
H -0.3014 3.2873 5.7748
H -1.7680 3.2888 6.7685
H -0.5358 2.0114 6.9787
H -2.4039 0.7082 6.7815
H -2.2139 -0.0786 5.2081
H -4.5617 0.2657 5.5524
H -3.9814 1.3240 4.2522
H -3.8026 3.0382 6.0409
H -6.0789 3.5435 6.3395
H -6.4921 1.9489 5.7329
H -6.9164 3.5839 4.0567
H -5.5798 2.6175 3.4616
H -3.6011 3.5248 3.1268
H -3.1574 4.4147 4.6099
H -3.5128 5.2954 3.1256
C 10.0410 7.3960 -0.2359
O 8.6960 7.6677 -0.5786
C 8.3382 7.2762 -1.8982
C 7.3592 6.1231 -1.8755
N 7.9996 4.8960 -1.4191
C 7.0797 3.7923 -1.1623
C 6.0533 3.9589 -0.0471
O 6.6055 4.0156 1.2541
C 7.0254 5.2981 1.6855
H 10.2325 7.8667 0.7266
H 10.2305 6.3210 -0.1422
H 10.7296 7.8196 -0.9726
H 9.2237 7.0251 -2.4882
H 7.8522 8.1355 -2.3688
H 6.9721 5.9653 -2.8862
H 6.5190 6.4175 -1.2320
H 8.5140 5.0913 -0.5712
H 7.6892 2.9188 -0.9191
H 6.5497 3.5594 -2.0910
H 5.4226 3.0662 -0.0597
H 5.3839 4.8110 -0.2164
H 6.4075 6.0926 1.2604
H 8.0753 5.4805 1.4418
H 6.9293 5.3267 2.7713
```

**SMILES**: CCOB(O)OC(=O)O[C@@H](F)CC.COCCNCCOC.COCCNCCOC.COCCNCCOC.COCCNCCOC.COCCNCCOC
**Kohn-Sham gap**: 8.927 eV
**Total charge**: 0

---

(4)
# C55H43CoO4P3Se2

A molecular structure, C55H43CoO4P3Se2 (the ωB97M-V functional and the def2-TZVPD basis, the OMol25 dataset).

```
108
Properties=species:S:1:pos:R:3
Co 0.0405 0.1387 -0.0237
O 0.2328 1.7990 -1.7600
C -0.9058 2.4623 -2.1567
C -1.0140 3.1366 -3.3673
C -2.1984 3.7791 -3.6945
C -3.2861 3.7386 -2.8344
C -3.1920 2.9979 -1.6663
C -2.0062 2.3471 -1.3169
P -1.9461 1.2741 0.1645
C -2.3559 2.4423 1.5045
C -2.3729 1.9423 2.7959
C -2.6947 2.7531 3.8766
C -2.9549 4.1012 3.6702
C -2.8649 4.6285 2.3904
C -2.5749 3.8036 1.3084
C -3.4604 0.2536 -0.0267
C -4.0035 -0.0267 -1.2789
C -5.0111 -0.9747 -1.4170
C -5.4848 -1.6662 -0.3104
C -4.9663 -1.3799 0.9465
C -3.9601 -0.4291 1.0870
C 1.5042 2.0632 -2.2382
C 1.9105 3.2964 -2.7304
C 3.2067 3.4463 -3.2005
C 4.0936 2.3772 -3.1852
C 3.6912 1.1695 -2.6342
C 2.4080 1.0129 -2.1144
P 1.8971 -0.5020 -1.2033
C 1.9586 -1.6928 -2.5941
C 0.9304 -1.6092 -3.5360
C 0.8976 -2.4713 -4.6209
C 1.9116 -3.4057 -4.7991
C 2.9591 -3.4658 -3.8907
C 2.9833 -2.6165 -2.7864
C 3.3691 -0.9381 -0.2299
C 3.3971 -2.2364 0.2842
C 4.4677 -2.6565 1.0634
C 5.5027 -1.7778 1.3489
C 5.4452 -0.4679 0.8959
C 4.3749 -0.0403 0.1216
H -0.1907 3.1373 -4.0685
H -2.2632 4.3233 -4.6304
H -4.2045 4.2575 -3.0838
H -4.0516 2.8952 -1.0147
H -2.1081 0.9154 2.9609
H -2.7295 2.3319 4.8728
H -3.1994 4.7483 4.5045
H -3.0153 5.6918 2.2355
H -2.5005 4.2322 0.3167
H -3.6318 0.4819 -2.1562
H -5.4117 -1.1908 -2.4032
H -6.2547 -2.4214 -0.4282
H -5.3256 -1.9140 1.8206
H -3.5696 -0.2250 2.0740
H 1.2345 4.1397 -2.7273
H 3.5242 4.4111 -3.5808
H 5.0986 2.4940 -3.5738
H 4.3807 0.3317 -2.5887
H 0.1515 -0.8644 -3.4092
H 0.0779 -2.4168 -5.3298
H 1.8854 -4.0855 -5.6441
H 3.7608 -4.1816 -4.0314
H 3.8017 -2.6840 -2.0837
H 2.5724 -2.9103 0.0708
H 4.4897 -3.6684 1.4523
H 6.3438 -2.1077 1.9477
H 6.2351 0.2316 1.1468
H 4.3249 0.9882 -0.2048
Se 1.1595 1.5421 1.4501
P 0.9001 -0.0531 2.7530
Se -0.0127 -1.7413 1.7069
C 2.5710 -0.4927 3.3814
C 2.7545 -1.7416 3.9761
C 3.9627 -2.0493 4.5871
C 4.9914 -1.1106 4.6151
C 4.8171 0.1258 4.0148
C 3.6104 0.4351 3.3889
C 0.2139 0.1006 4.4542
C 0.8368 0.9652 5.3605
C 0.2949 1.1581 6.6287
C -0.8795 0.5062 6.9885
C -1.5161 -0.3342 6.0805
C -0.9729 -0.5323 4.8116
H 1.9474 -2.4649 3.9558
H 4.0993 -3.0171 5.0559
H 5.9293 -1.3494 5.1036
H 5.6176 0.8573 4.0382
H 3.4704 1.3951 2.9049
H 1.7528 1.4738 5.0791
H 0.7851 1.8247 7.3294
H -1.3045 0.6591 7.9762
H -2.4407 -0.8293 6.3551
H -1.4475 -1.2045 4.1039
O -2.0755 -0.2811 -3.7628
C -2.5657 -1.5608 -3.6919
C -3.4095 -2.0282 -4.6989
C -3.9210 -3.3158 -4.6568
C -3.5957 -4.1552 -3.6000
C -2.7373 -3.6981 -2.6114
C -2.2059 -2.4119 -2.6349
C -1.2165 -2.0603 -1.5372
O -0.6297 -2.9755 -0.9679
O -1.0689 -0.7845 -1.3228
H -2.4222 0.1351 -4.5564
H -3.6520 -1.3734 -5.5340
H -4.5631 -3.6598 -5.4604
H -3.9937 -5.1626 -3.5583
H -2.4378 -4.3387 -1.7912
```

**Kohn-Sham gap (alpha / beta)**: 7.495 / 7.818 eV
**Total charge**: 0
**Multiplicity**: 2

---

(5)
# C34H42AsF6InN5O6P3S

A molecular structure, C34H42AsF6InN5O6P3S (the ωB97M-V functional and the def2-TZVPD basis, the OMol25 dataset).

```
99
Properties=species:S:1:pos:R:3
In 0.4568 0.5455 0.4389
C -2.0733 3.0682 -1.8324
P -1.2101 1.4587 -1.6579
C -2.6713 0.3423 -1.6035
N -3.5491 0.5358 -2.5548
C -4.6770 -0.2127 -2.5582
C -5.6305 -0.0498 -3.5899
C -6.7717 -0.7948 -3.5678
C -7.0166 -1.7219 -2.5228
C -6.1153 -1.8936 -1.5151
C -4.9183 -1.1396 -1.5205
N -4.0127 -1.3035 -0.5283
C -2.9015 -0.6143 -0.5716
P -1.7525 -0.9112 0.8360
C -2.7581 -0.2883 2.2210
C -1.6097 -2.7385 1.1436
C -2.9312 -3.4098 1.5344
C -1.0774 -3.3843 -0.1379
C -0.6402 -2.8785 2.3320
C -0.4263 1.2507 -3.3230
C 0.8031 2.1708 -3.2379
C -0.1216 -0.2467 -3.5071
C -1.2773 1.6957 -4.5158
H -2.5444 3.1050 -2.8115
H -1.3735 3.8957 -1.7232
H -2.8652 3.1661 -1.0910
H -5.4262 0.6659 -4.3748
H -7.5060 -0.6813 -4.3538
H -7.9326 -2.2971 -2.5325
H -6.2803 -2.5956 -0.7088
H -3.7108 -0.8165 2.2045
H -2.9418 0.7796 2.1307
H -2.2467 -0.4858 3.1635
H -3.6952 -3.3064 0.7705
H -3.3195 -3.0349 2.4818
H -2.7194 -4.4729 1.6706
H -1.8317 -3.3506 -0.9270
H -0.8323 -4.4272 0.0649
H -0.1611 -2.9145 -0.4860
H -1.1612 -2.6865 3.2726
H 0.2279 -2.2258 2.2675
H -0.2563 -3.8994 2.3564
H 1.4621 1.9284 -2.4071
H 0.4805 3.2113 -3.1520
H 1.3918 2.0814 -4.1498
H 0.2255 -1.7788 -2.2936
H 0.8720 -0.3602 -3.9367
H -0.8647 -0.6795 -4.1824
H -1.3820 2.7787 -4.5587
H -2.2636 1.2365 -4.5227
H -0.7503 1.3945 -5.4247
O 3.1851 0.5025 -2.9072
As 3.3514 -0.6859 -1.5268
O 2.1318 -0.0530 -0.4730
O -0.2055 -0.9158 -2.2446
C 4.8463 0.3815 -0.7846
C 6.0625 0.0161 -1.3465
C 7.1986 0.8088 -1.2362
C 7.1227 2.0116 -0.5628
C 5.9348 2.3852 0.0510
C 4.8089 1.5738 -0.0461
S 3.5414 2.0651 1.1327
O 3.6736 0.8458 2.1340
O 4.0529 3.1860 1.8497
O 2.1617 2.2552 0.6901
H 3.9744 0.4493 -3.4611
H 6.1201 -0.9173 -1.8994
H 8.1307 0.4873 -1.6820
H 7.9887 2.6537 -0.4787
H 5.8931 3.2933 0.6320
N 0.2703 1.4483 4.0448
C -0.4825 2.3315 3.2880
C -1.0396 3.4152 3.9800
C -1.8703 4.2834 3.3184
C -2.1445 4.0464 1.9739
C -1.5407 2.9684 1.3797
N -0.7060 2.1126 1.9961
C 1.2525 0.5618 3.6944
C 2.0159 0.0875 4.8227
C 3.0251 -0.8399 4.6380
C 3.4214 -1.1039 3.3583
C 2.7982 -0.3366 2.2457
N 1.4546 0.1601 2.4686
H 0.2579 1.6609 5.0291
H -0.8029 3.5588 5.0259
H -2.3012 5.1297 3.8357
H -2.8053 4.6837 1.4051
H -1.7302 2.7470 0.3445
H 1.7408 0.4283 5.8118
H 3.4971 -1.3157 5.4862
H 4.2037 -1.8015 3.1045
H 2.8419 -0.8850 1.3234
F 1.5588 -2.7713 0.4818
P 2.7225 -3.9528 0.4344
F 3.8709 -5.0433 0.3902
F 2.6817 -3.8555 -1.1759
F 2.7131 -3.9654 2.0539
F 3.8454 -2.7413 0.4781
F 1.5649 -5.0646 0.4143
```

**Kohn-Sham gap (alpha / beta)**: 7.294 / 6.067 eV
**Total charge**: +1
**Multiplicity**: 2

---

(6)
# C4H7N

A molecular structure, C4H7N (the ωB97M-V functional and the def2-TZVPD basis, the OMol25 dataset).

```
12
Properties=species:S:1:pos:R:3
C -0.6840 0.4925 -0.1490
C 0.9656 -0.6019 0.1528
C -1.9259 0.0316 0.1428
C 2.2613 -0.0710 -0.0126
N -2.9303 0.5578 -0.5327
H -0.5989 1.4800 -0.6849
H 0.7498 -1.5571 0.5886
H -2.1080 -0.7561 0.7693
H 2.3378 1.0534 -0.1393
H 2.7276 -0.4776 -0.8801
H 2.9913 -0.4822 0.7335
H -3.7863 0.3308 0.0116
```

**Kohn-Sham gap (alpha / beta)**: 7.687 / 9.097 eV
**Total charge**: 0

---

(7)
# C28H22ClN2O5Tc

A molecular structure, C28H22ClN2O5Tc (the ωB97M-V functional and the def2-TZVPD basis, the OMol25 dataset).

```
59
Properties=species:S:1:pos:R:3
Tc 0.6896 0.0554 -0.6977
C 0.0303 1.3381 -3.6224
C 1.0310 1.7742 -2.5766
C 0.6289 2.5489 -1.4727
C 1.5824 3.1370 -0.6335
C 2.9308 2.9807 -0.8988
C 3.3411 2.1957 -1.9721
C 2.4080 1.5770 -2.7858
H 0.1165 2.0003 -4.4856
H -0.9909 1.4033 -3.2543
H 0.2083 0.3216 -3.9728
H -0.4217 2.7767 -1.3484
H 1.2524 3.7406 0.2020
H 3.6653 3.4626 -0.2677
H 4.3957 2.0652 -2.1754
H 2.7324 0.9894 -3.6364
O -3.3762 -0.2366 -2.5236
C -3.4639 -1.5822 -2.4419
C -4.6196 -2.1472 -2.9815
C -4.8281 -3.5064 -2.9129
C -3.8949 -4.3444 -2.2987
C -2.7519 -3.7954 -1.7709
C -2.5046 -2.4140 -1.8451
C -1.2506 -1.9067 -1.2933
O -0.9188 -0.6394 -1.5757
N -0.4640 -2.6319 -0.5719
N 0.6507 -1.8728 -0.1846
C 1.5098 -2.4895 0.5690
C 2.6926 -1.9371 1.1388
C 3.4514 -2.7468 2.0093
C 4.6019 -2.2688 2.5826
C 5.0253 -0.9668 2.2848
C 4.3096 -0.1554 1.4299
C 3.1353 -0.6343 0.8511
O 2.4777 0.1552 -0.0017
H -2.6014 0.0597 -2.0291
H -5.3425 -1.4854 -3.4375
H -5.7327 -3.9251 -3.3341
H -4.0670 -5.4094 -2.2410
H -2.0090 -4.4233 -1.2990
H 1.2630 -3.5277 0.7730
H 3.1073 -3.7517 2.2193
H 5.1794 -2.8883 3.2530
H 5.9343 -0.5872 2.7327
H 4.6370 0.8469 1.1927
Cl -2.5629 3.3252 6.4691
C -2.1481 2.7121 4.9068
C -0.9534 2.0250 4.7452
C -0.6228 1.5372 3.4938
C -1.4820 1.7402 2.4167
C -2.6786 2.4311 2.5960
C -3.0171 2.9184 3.8442
C -1.1608 1.2595 1.0554
O -1.8278 1.4695 0.0703
O -0.0159 0.5272 1.0056
H -0.3004 1.8766 5.5930
H 0.3021 0.9954 3.3546
H -3.3388 2.5759 1.7520
H -3.9430 3.4524 4.0019
```

**Kohn-Sham gap (alpha / beta)**: 6.185 / 5.684 eV
**Total charge**: +1
**Multiplicity**: 4

---

(8)
# C4H6O2

A molecular structure, C4H6O2 (the ωB97M-V functional and the def2-TZVPD basis, the OMol25 dataset).

```
12
Properties=species:S:1:pos:R:3
O 2.0056 -0.5298 0.0697
C 0.6599 -0.6286 -0.2130
C -0.3530 -0.5304 0.9275
C -1.3380 0.4851 -0.4118
C 0.0908 0.6934 -0.6298
O 0.7311 1.7225 -0.5176
H 2.1366 0.4404 0.0503
H 0.4047 -1.4713 -0.8653
H -0.6237 -1.5034 1.3895
H 0.0323 0.1332 1.7124
H -1.9112 1.4388 -0.4604
H -1.8352 -0.2498 -1.0515
```

**Kohn-Sham gap**: 10.563 eV
**Total charge**: 0

---

(9)
# C4H9N3

A molecular structure, C4H9N3 (the ωB97M-V functional and the def2-TZVPD basis, the OMol25 dataset).

```
16
Properties=species:S:1:pos:R:3
C -1.5885 -1.0514 -0.7923
C -1.6448 0.3813 -1.0338
C -1.6917 1.5669 -1.2295
H -0.6554 -1.4660 -1.1789
H -1.6242 -1.2630 0.2782
H -2.4279 -1.5523 -1.2789
H -1.7968 2.6030 -1.4329
C 1.3736 -0.3400 0.5507
N 1.0188 1.0949 0.9511
N 1.1373 -0.8837 1.7503
N 1.8465 -0.7630 -0.5515
H 0.8561 0.3820 2.0412
H 0.1451 1.4188 0.5380
H 1.7515 1.7726 0.7667
H 1.3463 -1.8661 1.8690
H 1.9541 -0.0340 -1.2473
```

**Kohn-Sham gap**: 9.366 eV
**Total charge**: 0

---

(10)
# C3H4N2O2S

A single C3H4N2O2S molecule (the ωB97M-V functional and the def2-TZVPD basis, the OMol25 dataset).

```
12
Properties=species:S:1:pos:R:3
C 0.7640 -0.5594 0.0931
C 0.0304 -1.6208 0.0988
C -1.4652 -0.1227 -0.2171
H 0.1586 2.5466 -0.8111
H -1.1547 2.2133 0.6781
H 2.8335 -1.2525 0.5848
H 0.4809 -2.5331 -0.0575
N -0.0977 1.8930 0.2352
N -0.2480 0.5614 -0.2506
O -1.2143 -1.5047 -0.0699
O -2.5513 0.3160 -0.1146
S 2.4638 0.0631 -0.1692
```

**SMILES**: Nn1c(S)coc1=O
**Kohn-Sham gap**: 8.826 eV
**Total charge**: 0

---

Maximum force values (in eV Å⁻¹) by entry order: 5.7 5.6 2.6 3.6 0.5 7.0 0.5 1.4 1.0 6.8.
Relative energy (zero: lowest compared OMol25 entry of this formula, charge and spin) values (in kcal per mole) by entry order: 122.9 86.3 0.0 16.8 30.3 132.8 3.1 65.2 90.7 109.7.